1.
Density functional theory data (wB97M-V/def2-TZVPD) for C21H51AuN2O6P3S as an isolated structure at a distorted geometry.

```
85
C21H51AuN2O6P3S, DFT wB97M-V/def2-TZVPD
Au -1.1359 1.1401 -0.5176
C 3.8687 -1.2909 3.0921
C 4.0285 -1.0004 1.6116
C 5.3011 -0.2398 1.3070
O 2.8963 -0.1746 1.1510
P 1.7685 -0.6885 0.2061
O 1.0239 0.5140 -0.2941
C 0.7344 -1.9294 1.0358
P -0.4313 -1.0995 2.1520
O -1.1898 -0.0219 1.4519
O -1.4728 -2.1129 2.7093
C -1.3757 -3.3652 3.4592
C -0.1599 -3.4264 4.3627
C -1.4522 -4.5318 2.4953
O 0.5014 -0.5939 3.3083
C 0.2069 0.6033 4.1048
C 1.0172 1.7564 3.5401
C 0.5306 0.2972 5.5487
O 2.3949 -1.5708 -0.9326
C 3.2365 -0.9746 -1.9836
C 2.3758 -0.7130 -3.2069
C 4.3670 -1.9404 -2.2583
H 4.6354 -2.0004 3.4002
H 2.8888 -1.7116 3.3177
H 3.9950 -0.3755 3.6712
H 4.0147 -1.9357 1.0451
H 5.3434 0.6836 1.8850
H 5.3681 0.0132 0.2482
H 6.1604 -0.8531 1.5747
H 1.3776 -2.6425 1.5526
H 0.1654 -2.4542 0.2668
H -2.2753 -3.3545 4.0750
H 0.7599 -3.4804 3.7731
H -0.2193 -4.3235 4.9762
H -0.1072 -2.5637 5.0237
H -0.5271 -4.6341 1.9216
H -2.2846 -4.4035 1.8035
H -1.6080 -5.4526 3.0546
H -0.8567 0.8291 3.9928
H 2.0825 1.5335 3.6025
H 0.8171 2.6629 4.1106
H 0.7599 1.9024 2.4897
H 1.5453 -0.0938 5.6364
H -0.1584 -0.4373 5.9640
H 0.4578 1.2062 6.1437
H 3.6244 -0.0251 -1.6015
H 1.9177 -1.6449 -3.5415
H 2.9961 -0.3207 -4.0113
H 1.5946 0.0137 -2.9753
H 3.9681 -2.9092 -2.5604
H 4.9856 -2.0871 -1.3734
H 4.9907 -1.5522 -3.0620
C -3.0037 -0.8695 -5.0196
N -3.4162 -0.6490 -3.6308
C -3.3916 -1.8586 -2.7992
C -3.7013 0.5398 -3.1232
S -3.4860 0.7372 -1.3662
N -4.2001 1.5537 -3.7987
C -4.3438 2.8776 -3.1880
C -4.8685 1.4112 -5.0991
H -2.1097 -1.4934 -5.0096
H -2.7637 0.0609 -5.5241
H -3.7707 -1.4027 -5.5825
H -3.8728 -2.6619 -3.3555
H -3.9430 -1.7123 -1.8705
H -2.3690 -2.1647 -2.5714
H -3.5564 3.0568 -2.4560
H -5.3153 2.9691 -2.6949
H -4.2872 3.6356 -3.9660
H -5.1926 0.3896 -5.2695
H -4.2254 1.7369 -5.9167
H -5.7512 2.0484 -5.0900
C -0.4444 4.0657 -2.4166
P -0.6334 3.4537 -0.7241
C -1.8988 4.4171 0.1365
C 0.9436 3.7513 0.0994
H -0.3731 5.1550 -2.3829
H -1.2764 3.7817 -3.0569
H 0.4806 3.6650 -2.8320
H -1.6647 5.4809 0.0605
H -1.9074 4.1231 1.1868
H -2.8905 4.2378 -0.2791
H 1.3398 4.7169 -0.2226
H 1.6494 2.9622 -0.1621
H 0.7976 3.7588 1.1783
```

* energy: -80243.185 eV
* M: 749.6 g/mol
* frontier orbital gap (alpha / beta): 9.26 / 5.24 eV
* multiplicity: 3
* charge: +3
* strongest force on any atom: 0.026 hartree/bohr
* E_HOMO (alpha / beta): -17.67 / -17.87 eV

2.
Density functional theory data (wB97M-V/def2-TZVPD) for C6H14BF4KN2O2 as an isolated structure at a distorted geometry.

```
30
C6H14BF4KN2O2, DFT wB97M-V/def2-TZVPD
K 10.7912 1.7926 -15.0957
B 13.0367 3.6305 -15.7985
F 12.5639 3.5441 -14.4754
F 12.0041 4.0115 -16.6615
F 14.0423 4.4991 -15.9692
F 13.4366 2.4021 -16.2897
C 9.4421 2.0394 -11.4288
O 9.5154 1.7545 -12.5920
N 9.0711 3.2287 -11.0062
C 8.9712 3.5346 -9.5861
C 8.6794 4.2801 -11.9260
H 9.6350 1.3430 -10.5982
H 8.0470 3.6901 -9.0295
H 9.5851 4.4182 -9.4117
H 9.5241 2.8527 -8.9401
H 9.4240 5.0744 -11.8736
H 8.4735 3.8670 -12.9134
H 7.7260 4.6530 -11.5517
C 9.8843 -1.7394 -15.5374
O 10.3109 -0.7778 -14.9079
N 8.9726 -2.5717 -15.0588
C 8.2041 -3.5142 -15.8391
C 8.2987 -2.4488 -13.6945
H 10.1618 -2.0466 -16.5576
H 7.9071 -4.3599 -15.2187
H 8.6049 -3.9186 -16.7685
H 7.2942 -3.0204 -16.1801
H 8.8797 -1.7101 -13.1423
H 7.2467 -2.1661 -13.7322
H 8.4296 -3.3716 -13.1294
```

* energy: -41393.294 eV
* M: 272.1 g/mol
* frontier orbital gap (alpha / beta): 8.28 / 2.88 eV
* multiplicity: 2
* charge: +1
* strongest force on any atom: 0.089 hartree/bohr
* E_HOMO (alpha / beta): -12.67 / -12.66 eV

3.
Density functional theory data (wB97M-V/def2-TZVPD) for C34H47BaN9P2 as an isolated structure.

```
93
C34H47BaN9P2, DFT wB97M-V/def2-TZVPD
Ba 0.5505 0.8764 0.9128
C 0.1557 -3.3943 4.8023
N 0.8011 -2.1725 4.3583
C 2.1518 -1.9490 4.3010
C 2.3100 -0.6912 3.7944
N 1.0845 -0.1488 3.5294
C 0.1917 -1.0552 3.8689
P -1.6244 -0.8668 3.9175
C -1.8528 0.9271 3.6799
N -1.6318 1.6598 2.6043
C -2.0571 2.9203 2.9005
C -2.5481 2.9511 4.1749
N -2.4248 1.6834 4.6614
C -2.8015 1.2539 5.9992
C -2.1266 -1.5292 2.2991
N -1.6410 -1.2397 1.1039
C -2.3771 -1.9582 0.2104
C -3.3182 -2.6987 0.8703
N -3.1562 -2.4212 2.1972
C -3.9338 -3.0034 3.2803
H 0.8682 -3.9792 5.3779
H -0.1849 -3.9877 3.9529
H -0.6949 -3.1528 5.4381
H 2.8624 -2.6900 4.6245
H 3.2178 -0.1436 3.5968
H -1.9699 3.7312 2.1971
H -2.9555 3.7479 4.7724
H -3.1055 2.1286 6.5673
H -1.9565 0.7883 6.5014
H -3.6302 0.5492 5.9598
H -2.1982 -1.8892 -0.8505
H -4.0748 -3.3810 0.5228
H -4.7398 -3.5892 2.8469
H -4.3626 -2.2238 3.9055
H -3.3148 -3.6538 3.8962
N 2.0501 -1.6678 0.5620
C 2.2374 -2.0395 -0.8482
C 0.9514 -1.8529 -1.6409
N 0.5559 -0.4539 -1.7080
C 1.3856 0.3453 -2.6183
C 0.7778 1.7109 -2.8650
N 0.5805 2.4183 -1.5981
H 2.9456 -1.5077 1.0096
H 1.5918 -2.4170 1.0700
H 2.5802 -3.0729 -0.9689
H 3.0178 -1.3977 -1.2599
H 0.1510 -2.4172 -1.1514
H 1.0968 -2.2916 -2.6407
H -0.4149 -0.3729 -2.0028
H 1.5301 -0.1692 -3.5802
H 2.3728 0.4881 -2.1812
H -0.1952 1.5883 -3.3550
H 1.4358 2.2466 -3.5569
H 0.1741 3.3321 -1.7642
H 1.4899 2.6154 -1.1481
C -2.9676 -1.4716 -4.2317
P -2.9220 -0.0287 -3.0933
C -4.6590 -0.0562 -2.4960
C -3.0254 1.3321 -4.3181
H -3.7822 -1.4029 -4.9564
H -3.0899 -2.3928 -3.6588
H -2.0237 -1.5424 -4.7739
H -5.3734 -0.1560 -3.3163
H -4.8749 0.8655 -1.9540
H -4.7989 -0.8872 -1.8025
H -3.8687 1.2086 -5.0012
H -2.1050 1.3703 -4.9026
H -3.1276 2.2866 -3.8004
C 2.6332 2.4412 0.7306
C 3.6248 2.8597 0.1106
C 4.7081 3.3535 -0.6511
C 5.0515 2.6223 -1.8457
C 5.6669 3.1853 -2.9916
C 5.9149 2.4415 -4.1312
C 5.5815 1.0918 -4.2129
C 4.9835 0.5087 -3.0994
C 4.7257 1.2468 -1.9591
C 5.3654 4.5597 -0.1953
C 6.6492 4.9674 -0.6195
C 7.2534 6.1141 -0.1303
C 6.6235 6.9177 0.8115
C 5.3671 6.5243 1.2643
C 4.7564 5.3828 0.7814
H 5.9083 4.2398 -3.0001
H 6.3693 2.9349 -4.9842
H 5.7859 0.5172 -5.1075
H 4.7295 -0.5487 -3.1160
H 4.2897 0.7738 -1.0856
H 7.2019 4.3535 -1.3182
H 8.2447 6.3739 -0.4870
H 7.0994 7.8144 1.1882
H 4.8493 7.1213 2.0084
H 3.7822 5.0943 1.1558
```

* energy: -68701.529 eV
* M: 781.1 g/mol
* frontier orbital gap: 2.86 eV
* multiplicity: 1
* ΔE to the lowest compared entry with this formula, charge and spin: 5.8 kcal per mole
* charge: 0
* strongest force on any atom: 0.013 hartree/bohr
* E_HOMO: -3.34 eV